[1]
2 unconnected molecules or ions with the total composition C32H33O3Si at a distorted geometry. Source: the OMol25 dataset; level of theory: ωB97M-V/def2-TZVPD.

```
69
Properties=species:S:1:pos:R:3:forces:R:3:lowdin_charge:R:1
C 6.872 -3.849 4.324 -0.4 0.6 0.0 -0.032
O 6.154 -2.574 4.351 -0.6 -0.2 -0.2 -0.067
C 4.862 -2.534 3.923 -0.3 -0.5 -0.3 -0.236
C 4.219 -1.280 3.726 1.0 -0.5 0.2 0.017
C 3.002 -1.214 3.099 -0.5 -0.4 -0.4 -0.025
C 2.287 -2.370 2.720 0.7 -0.6 -0.6 -0.177
C 0.912 -2.177 2.250 -1.8 2.2 1.2 -0.109
O 0.023 -3.074 2.668 0.1 -1.0 -0.1 -0.152
C -0.930 -2.913 3.741 0.0 0.3 -0.1 -0.002
C 2.863 -3.635 3.010 0.2 0.6 0.1 0.015
C 4.119 -3.709 3.629 -0.1 0.1 -0.3 0.004
H 7.923 -3.608 4.491 -0.3 0.1 0.0 0.098
H 6.516 -4.502 5.122 0.0 0.1 -0.1 0.096
H 6.757 -4.334 3.351 0.0 0.1 0.1 0.096
H 4.723 -0.371 4.029 0.1 -0.1 0.0 0.124
H 2.530 -0.259 2.889 0.2 0.1 0.2 0.119
H 0.590 -1.112 2.215 0.4 -0.9 1.0 0.120
H -1.429 -3.887 3.820 0.2 0.3 0.0 0.108
H -0.430 -2.667 4.692 0.0 -0.1 -0.4 0.107
H -1.681 -2.148 3.504 0.2 -0.1 0.0 0.084
H 2.321 -4.546 2.749 0.2 0.3 0.2 0.127
H 4.550 -4.690 3.853 -0.2 0.4 -0.2 0.111
C -5.440 0.614 -1.563 0.1 0.1 0.0 -0.070
C -4.913 1.705 -0.857 0.1 0.0 -0.2 -0.066
C -3.562 2.044 -1.013 -0.3 -0.2 0.1 -0.093
C -2.721 1.268 -1.828 -0.3 -0.1 0.1 -0.277
Si -0.876 1.484 -1.852 -0.7 1.5 -0.8 0.694
C -0.449 1.599 -3.656 0.5 -0.5 -0.1 -0.252
C -1.360 2.169 -4.560 -0.2 0.2 -0.3 -0.100
C -1.035 2.334 -5.915 0.3 -0.2 0.4 -0.065
C 0.219 1.908 -6.375 0.0 0.0 0.2 -0.072
C 1.148 1.354 -5.479 -0.3 0.1 0.1 -0.071
C 0.808 1.201 -4.126 0.3 0.1 -0.5 -0.084
C -0.419 3.099 -1.034 0.5 -0.1 0.4 -0.237
C -0.605 4.316 -1.716 0.0 0.3 0.1 -0.073
C -0.309 5.545 -1.108 0.0 -0.5 0.2 -0.064
C 0.203 5.563 0.198 -0.1 -0.2 0.0 -0.073
C 0.415 4.358 0.882 0.0 0.0 -0.2 -0.077
C 0.121 3.135 0.259 0.0 0.4 0.2 -0.094
O -0.093 0.152 -1.081 0.3 -0.3 1.4 0.001
C -0.460 -0.575 -0.043 -0.3 -0.7 -1.2 -0.238
C 0.052 -1.868 0.261 1.4 -1.0 -0.6 -0.068
C -1.208 -2.733 0.177 -0.4 -0.5 -0.7 -0.145
C -2.375 -1.791 0.577 -0.7 0.2 -0.3 -0.133
C -1.742 -0.385 0.717 -0.2 0.2 -0.1 -0.084
C -3.285 0.247 -2.608 -0.3 -0.2 0.1 -0.093
C -4.637 -0.087 -2.473 0.0 0.1 0.1 -0.073
H -6.487 0.322 -1.420 0.5 0.2 -0.1 0.112
H -5.553 2.295 -0.190 0.3 -0.3 -0.3 0.112
H -3.147 2.906 -0.477 -0.2 -0.4 -0.1 0.112
H -2.346 2.500 -4.210 0.4 -0.2 -0.2 0.110
H -1.754 2.796 -6.600 0.3 -0.2 0.3 0.111
H 0.474 2.019 -7.435 -0.1 0.0 0.5 0.111
H 2.136 1.051 -5.840 -0.4 0.1 0.2 0.108
H 1.539 0.776 -3.427 -0.2 0.1 -0.4 0.106
H -0.983 4.309 -2.743 0.1 0.0 0.3 0.104
H -0.473 6.483 -1.646 0.1 -0.4 0.2 0.112
H 0.436 6.520 0.683 -0.1 -0.5 -0.2 0.112
H 0.813 4.378 1.900 -0.1 0.0 -0.4 0.106
H 0.317 2.198 0.794 -0.1 0.4 -0.1 0.093
H 0.981 -2.264 -0.172 -0.6 0.5 -0.5 0.135
H -1.352 -3.019 -0.921 0.3 0.1 1.5 0.145
H -1.239 -3.657 0.798 0.5 0.6 -0.5 0.119
H -3.148 -1.743 -0.220 0.5 -0.1 0.5 0.115
H -2.879 -2.134 1.493 0.2 0.3 -0.3 0.109
H -1.472 -0.201 1.762 0.0 0.2 0.1 0.127
H -2.373 0.437 0.354 0.3 -0.4 0.3 0.096
H -2.662 -0.285 -3.337 -0.2 0.1 0.3 0.116
H -5.063 -0.892 -3.081 0.1 0.3 0.3 0.111
```
Positions in Å, forces in eV/Å.

Results
lowest unoccupied orbital energy	-4.16	eV
DFT total energy	-1754.0920	Eh
HOMO	-10.947	eV
largest force on an atom	3.09	eV/Å
total charge	+1
energy relative to the best compared isomer or geometry (same formula, charge and spin)	197.9	kJ/mol

***

[2]
A molecular structure, C32H34AlN6O6Te. Source: the OMol25 dataset; level of theory: ωB97M-V/def2-TZVPD.

```
80
Properties=species:S:1:pos:R:3:forces:R:3:lowdin_charge:R:1
Al -0.262 -0.201 0.656 0.0 0.2 -0.1 -0.183
C 5.184 -0.114 1.359 0.0 0.0 0.0 -0.040
N 3.841 -0.107 1.911 0.0 0.0 0.0 -0.137
C 3.654 -0.200 3.350 0.0 0.0 0.0 -0.029
C 2.736 -0.129 1.123 0.0 0.0 0.0 -0.373
N 1.539 -0.304 1.551 0.0 0.0 0.0 0.219
N 2.980 0.091 -0.225 0.1 0.0 0.0 0.185
C 2.076 -0.045 -1.263 0.0 0.0 0.0 -0.445
N 2.636 0.073 -2.494 0.0 0.0 0.0 0.181
N 0.834 -0.255 -1.049 0.0 0.0 0.0 0.202
H 5.891 -0.266 2.168 0.0 0.0 0.0 0.091
H 5.440 0.838 0.881 0.0 0.0 0.0 0.093
H 5.326 -0.932 0.649 0.0 0.0 0.0 0.099
H 4.601 0.006 3.840 0.0 0.0 0.0 0.090
H 3.314 -1.193 3.654 0.0 0.0 0.0 0.105
H 2.932 0.545 3.690 0.0 0.0 0.0 0.096
H 1.475 -0.530 2.533 0.0 0.0 0.0 0.103
H 3.922 0.327 -0.482 -0.1 0.0 0.0 0.120
H 3.617 0.228 -2.630 0.0 0.0 0.0 0.107
H 2.046 0.055 -3.306 0.0 0.0 0.0 0.119
H 0.271 -0.346 -1.886 0.0 0.0 0.0 0.123
O -3.820 -4.491 -1.410 0.1 0.1 0.0 0.143
C -3.126 -3.617 -0.966 -0.1 -0.1 0.0 -0.242
C -1.964 -3.796 0.020 0.1 -0.1 0.0 -0.277
O -1.578 -4.844 0.488 0.0 0.1 0.0 0.110
C -1.445 -2.447 0.213 0.0 0.0 0.0 -0.228
C -2.160 -1.508 -0.513 0.0 0.0 0.0 -0.233
O -1.786 -0.259 -0.439 0.0 0.0 0.0 0.023
C -3.220 -2.124 -1.304 -0.1 0.0 -0.1 -0.279
O -3.993 -1.612 -2.084 0.1 0.0 0.1 0.106
O -0.433 -2.031 0.925 0.0 0.0 0.0 0.039
C -1.564 8.024 -4.923 0.0 0.0 0.0 -0.050
C -1.149 6.966 -3.938 0.0 0.0 0.0 -0.265
C -2.041 5.996 -3.508 0.0 0.0 0.0 -0.013
C -1.668 5.005 -2.600 0.0 0.0 0.0 -0.306
C -2.695 3.982 -2.183 0.0 0.0 0.0 -0.068
C -0.360 5.001 -2.114 0.0 -0.1 0.0 -0.371
Te 0.281 3.364 -0.794 -0.1 0.0 0.0 1.683
N -0.281 1.836 0.693 0.1 -0.1 0.0 -0.134
C -0.934 1.737 1.812 0.0 -0.1 0.0 -0.485
O -1.003 0.521 2.271 0.0 -0.1 0.1 0.033
C -1.573 2.810 2.612 0.0 0.1 0.0 -0.132
C -2.135 3.926 2.009 0.0 0.0 0.0 -0.041
C -2.744 4.904 2.779 0.0 0.0 0.0 -0.074
C -2.778 4.777 4.160 0.0 0.0 0.0 -0.081
C -2.220 3.659 4.767 0.0 0.0 0.0 -0.073
C -1.632 2.671 3.996 0.0 0.0 0.0 -0.013
C 0.767 4.724 0.754 0.0 0.0 0.0 -0.415
C 0.039 5.903 0.866 0.0 0.0 0.0 -0.145
C 0.315 6.810 1.875 0.0 0.0 0.0 -0.074
C 1.325 6.537 2.783 0.0 0.0 0.0 -0.070
C 2.055 5.366 2.666 0.0 0.0 0.0 -0.044
C 1.797 4.441 1.657 0.0 0.0 0.0 -0.300
C 2.617 3.184 1.584 0.0 0.0 0.0 -0.078
C 0.567 5.956 -2.546 0.0 0.0 0.0 -0.307
C 1.992 5.967 -2.062 0.1 0.0 0.0 -0.069
C 0.152 6.928 -3.449 0.0 0.0 0.0 -0.016
H -2.630 7.966 -5.138 0.0 0.0 0.0 0.074
H -1.024 7.913 -5.865 0.0 0.0 0.0 0.083
H -1.349 9.022 -4.539 0.0 0.0 0.0 0.081
H -3.056 6.001 -3.890 0.0 0.0 0.0 0.115
H -3.599 4.080 -2.782 0.0 0.0 0.0 0.080
H -2.981 4.110 -1.138 0.0 0.0 0.0 0.068
H -2.335 2.957 -2.291 0.0 0.0 0.0 0.068
H -2.112 4.012 0.932 0.0 0.0 0.0 0.076
H -3.194 5.764 2.301 0.0 0.0 0.0 0.107
H -3.248 5.542 4.763 0.0 0.0 0.0 0.102
H -2.258 3.553 5.843 0.0 0.0 0.0 0.103
H -1.226 1.778 4.451 0.0 0.0 0.0 0.117
H -0.751 6.116 0.158 0.0 0.0 0.0 0.104
H -0.264 7.721 1.954 0.0 0.0 0.0 0.108
H 1.550 7.236 3.578 0.0 0.0 0.0 0.104
H 2.848 5.157 3.375 0.0 0.0 0.0 0.109
H 3.462 3.241 2.270 0.0 0.0 0.0 0.079
H 3.003 3.026 0.573 0.0 0.0 0.0 0.059
H 2.011 2.312 1.836 0.0 0.0 0.0 0.055
H 2.461 4.987 -2.183 0.0 0.0 0.0 0.060
H 2.051 6.224 -1.002 0.0 0.0 -0.1 0.071
H 2.580 6.694 -2.621 0.0 0.0 0.0 0.077
H 0.867 7.673 -3.783 0.0 0.0 0.0 0.118
```
Positions in Å, forces in eV/Å.

Results
lowest unoccupied orbital energy (alpha / beta)	-0.66 / -1.09	eV
DFT total energy	-2530.4032	Eh
HOMO (alpha / beta)	-7.060 / -7.060	eV
largest force on an atom	0.24	eV/Å
energy relative to the best compared isomer or geometry (same formula, charge and spin)	0.0	kJ/mol
2S+1	2
<S²>	0.76

***

[3]
A molecular structure, C32H34Br2IOPS2Tb at a distorted geometry. Source: the OMol25 dataset; level of theory: ωB97M-V/def2-TZVPD.

```
74
Properties=species:S:1:pos:R:3:forces:R:3:lowdin_charge:R:1
Tb -0.561 -0.995 0.385 -0.7 -0.8 2.7 0.693
C 1.071 3.713 -5.716 -0.1 0.0 0.2 -0.036
C 0.677 4.047 -4.269 0.0 0.2 -0.1 -0.555
C -0.616 4.867 -4.306 0.2 -0.2 0.0 -0.060
C 1.780 4.911 -3.637 -0.2 -0.1 -0.1 -0.038
C 0.535 2.768 -3.460 -0.2 0.0 0.1 -0.153
C -0.639 2.421 -2.803 0.1 0.0 0.0 -0.049
C -0.671 1.239 -2.096 -0.1 -0.6 0.4 -0.458
Br -2.281 0.751 -1.061 0.3 0.7 -0.7 0.778
C 0.392 0.337 -1.992 0.1 1.6 -1.4 -0.394
O 0.226 -0.829 -1.379 1.0 0.0 -2.4 -0.503
C 1.613 0.741 -2.590 -0.3 -0.4 0.3 -0.077
C 1.636 1.921 -3.313 -0.2 0.0 0.1 0.042
C 2.838 -0.146 -2.401 0.1 -0.2 0.0 -0.524
C 4.094 0.433 -3.059 -0.2 -0.1 0.1 -0.052
C 2.565 -1.520 -3.025 -0.1 0.0 0.1 -0.027
C 3.143 -0.303 -0.898 -0.3 -0.1 0.1 -0.031
H 1.148 4.638 -6.283 0.0 0.1 -0.1 0.088
H 0.321 3.083 -6.190 -0.1 -0.1 0.0 0.092
H 2.031 3.205 -5.767 0.1 -0.1 0.0 0.079
H -0.451 5.774 -4.882 0.0 0.1 -0.1 0.089
H -0.929 5.166 -3.309 -0.1 0.0 0.1 0.086
H -1.420 4.315 -4.787 -0.2 -0.1 0.0 0.089
H 1.860 5.846 -4.186 0.1 0.1 0.0 0.088
H 2.747 4.417 -3.673 0.1 0.0 0.0 0.078
H 1.550 5.138 -2.598 0.0 0.0 0.1 0.092
H -1.518 3.044 -2.812 0.0 0.1 -0.1 0.105
H 2.560 2.210 -3.784 0.1 0.0 -0.1 0.103
H 3.978 0.506 -4.137 0.0 0.0 -0.2 0.090
H 4.933 -0.229 -2.858 0.1 -0.1 0.0 0.091
H 4.341 1.415 -2.662 0.0 0.1 0.0 0.090
H 2.409 -1.421 -4.095 0.0 0.0 -0.2 0.096
H 1.679 -1.984 -2.598 0.1 -0.1 0.0 0.069
H 3.409 -2.185 -2.865 0.2 -0.1 0.0 0.090
H 3.438 0.654 -0.475 0.0 0.1 0.1 0.096
H 3.961 -1.007 -0.763 0.1 0.0 0.0 0.092
H 2.279 -0.684 -0.321 0.5 0.2 -0.3 0.040
Br -3.460 -5.007 -3.756 -0.1 -0.2 -0.1 0.748
C -3.814 -5.370 -1.941 0.3 0.4 0.0 -0.739
C -4.643 -6.427 -1.595 0.1 0.1 -0.1 -0.112
C -4.897 -6.691 -0.260 0.0 0.0 0.0 -0.060
C -4.342 -5.896 0.732 0.0 0.0 -0.1 -0.067
C -3.516 -4.836 0.391 0.1 0.2 0.0 -0.138
C -3.246 -4.585 -0.943 0.4 0.5 -0.2 -0.606
I -1.909 -2.952 -1.492 -1.0 -1.6 -0.2 1.057
H -5.079 -7.028 -2.379 0.0 0.0 0.0 0.109
H -5.534 -7.522 0.001 -0.1 -0.1 0.0 0.115
H -4.552 -6.098 1.771 0.0 0.0 0.1 0.113
H -3.090 -4.206 1.161 0.0 0.0 0.0 0.086
S -2.227 -1.109 2.421 -0.6 0.0 0.4 0.235
P -0.692 -0.027 3.173 0.3 -0.1 1.3 0.136
S 0.437 0.964 1.808 0.1 0.0 0.1 0.312
C 0.378 -1.208 4.072 -0.2 0.5 -0.2 -0.387
C 0.115 -1.399 5.424 0.0 0.0 -0.2 -0.073
C 0.967 -2.181 6.181 0.0 -0.1 0.0 -0.055
C 2.069 -2.770 5.583 0.0 -0.1 0.1 -0.060
C 2.296 -2.631 4.222 0.0 -0.1 0.0 -0.065
C 1.445 -1.855 3.454 -0.1 0.1 -0.3 -0.114
C -1.245 1.160 4.419 0.0 -0.2 -0.4 -0.405
C -0.311 2.073 4.901 -0.1 -0.1 -0.1 -0.094
C -0.686 2.953 5.897 0.1 0.0 0.0 -0.058
C -1.981 2.926 6.394 0.0 0.0 0.0 -0.057
C -2.910 2.024 5.899 0.0 0.1 0.1 -0.061
C -2.542 1.130 4.911 0.1 -0.1 -0.1 -0.099
H -0.751 -0.932 5.876 0.1 0.1 0.1 0.112
H 0.771 -2.315 7.234 0.0 0.0 0.1 0.114
H 2.746 -3.354 6.185 0.1 -0.1 0.0 0.111
H 3.148 -3.119 3.772 0.0 0.0 -0.1 0.112
H 1.636 -1.739 2.375 0.1 0.1 0.6 0.077
H 0.690 2.091 4.492 0.1 0.0 0.0 0.097
H 0.035 3.655 6.288 0.0 0.1 0.0 0.113
H -2.262 3.610 7.179 -0.1 0.1 0.1 0.111
H -3.918 2.006 6.285 -0.1 0.0 0.1 0.112
H -3.252 0.409 4.529 0.0 0.0 0.0 0.078
```
Positions in Å, forces in eV/Å.

Results
lowest unoccupied orbital energy (alpha / beta)	-4.09 / -2.76	eV
DFT total energy	-8722.7854	Eh
HOMO (alpha / beta)	-10.840 / -10.895	eV
largest force on an atom	2.89	eV/Å
total charge	+1
energy relative to the best compared isomer or geometry (same formula, charge and spin)	335.9	kJ/mol
2S+1	7
<S²>	12.62

***

- Which of these has the highest energy relative to the best compared isomer or geometry (same formula, charge and spin)?
  C32H34Br2IOPS2Tb

***

- What is the largest force on an atom in the third record?
  2.89 eV/Å

***

- What is the energy relative to the best compared isomer or geometry (same formula, charge and spin) in the third record?
  335.9 kJ/mol